ORCA calculation (ωB97M-V with the def2-TZVPD basis set) on a structure of composition C40H63CdClGeN9P3Te.

* ΔE to the lowest compared entry with this formula, charge and spin: 1.068 eV
* gap between HOMO and LUMO (spin up / spin down): 6.732 / 6.066 eV
* LUMO level (spin up / spin down): 2.408 / 1.751 eV

Geometry as ORCA input:
```
! wB97M-V def2-TZVPD RIJCOSX def2/J DEFGRID3
* xyz -1 2
Cd -17.98 -2.92 10.09
C -15.25 -2.84 14.25
C -15.49 -3.40 12.84
C -14.45 -4.38 12.44
P -17.19 -3.86 12.49
C -18.19 -2.61 13.43
N -19.57 -3.02 13.33
Ge -20.14 -3.05 11.46
N -21.53 -1.75 11.10
C -21.28 -0.50 10.41
P -19.68 0.24 10.91
C -20.07 0.56 12.64
C -21.49 1.02 13.02
C -19.07 1.48 13.34
C -19.50 1.85 9.93
C -19.36 1.45 8.44
C -20.46 2.97 10.23
C -22.86 -2.05 11.21
C -23.90 -1.61 10.40
C -25.18 -2.21 10.37
C -25.53 -3.19 11.22
C -24.52 -3.66 12.08
C -23.25 -3.13 12.05
N -22.21 -3.63 12.87
C -21.85 -2.82 13.99
C -22.82 -2.29 14.86
C -22.42 -1.63 16.00
C -21.11 -1.38 16.31
C -20.20 -1.73 15.32
C -20.47 -2.53 14.23
C -22.04 -5.04 12.94
C -22.42 -5.72 14.07
C -22.11 -7.10 14.16
C -21.45 -7.75 13.18
C -21.01 -7.04 12.05
C -21.19 -5.66 11.96
N -20.70 -4.80 11.04
C -20.34 -5.41 9.80
P -20.51 -4.15 8.36
C -20.23 -5.19 6.79
C -19.38 -4.36 5.84
C -19.52 -6.55 7.08
C -22.42 -3.99 8.32
C -22.81 -2.88 7.29
C -23.14 -5.30 7.88
C -17.61 -5.52 13.28
C -17.47 -5.63 14.84
C -17.01 -6.68 12.35
H -14.23 -2.53 14.34
H -15.48 -3.64 14.93
H -15.88 -1.98 14.52
H -15.42 -2.55 12.09
H -14.55 -5.27 13.04
H -13.42 -4.13 12.46
H -14.49 -4.79 11.38
H -17.98 -1.59 13.05
H -17.97 -2.56 14.58
H -22.07 0.19 10.61
H -21.25 -0.55 9.27
H -19.90 -0.44 13.03
H -21.77 1.91 12.47
H -21.47 1.33 14.05
H -22.18 0.23 12.87
H -19.00 2.39 12.69
H -18.01 1.17 13.33
H -19.43 1.70 14.36
H -18.50 2.20 10.19
H -20.30 0.98 8.04
H -18.63 0.65 8.16
H -19.16 2.37 7.89
H -21.51 2.62 9.99
H -20.15 3.84 9.74
H -20.45 3.11 11.33
H -23.72 -0.76 9.73
H -25.86 -1.70 9.75
H -26.51 -3.58 11.17
H -24.72 -4.38 12.84
H -23.84 -2.38 14.66
H -23.25 -1.36 16.62
H -20.75 -0.89 17.20
H -19.24 -1.37 15.48
H -22.96 -5.30 14.91
H -22.35 -7.59 15.09
H -21.16 -8.81 13.26
H -20.41 -7.50 11.31
H -21.11 -6.18 9.58
H -19.30 -5.74 9.75
H -21.17 -5.39 6.32
H -18.41 -4.34 6.20
H -19.64 -3.36 5.79
H -19.28 -4.70 4.78
H -18.47 -6.27 7.33
H -19.46 -7.18 6.21
H -19.99 -7.11 7.86
H -22.78 -3.80 9.34
H -22.69 -3.33 6.24
H -22.15 -2.00 7.41
H -23.91 -2.61 7.32
H -22.87 -5.69 6.84
H -24.22 -5.13 7.88
H -23.00 -6.15 8.57
H -18.64 -5.47 12.98
H -16.44 -5.57 15.21
H -17.91 -6.53 15.19
H -18.03 -4.79 15.28
H -15.87 -6.75 12.56
H -16.98 -6.33 11.36
H -17.40 -7.72 12.35
Te -16.40 -0.64 10.46
Cl -16.54 -4.64 8.49
N -15.34 -1.44 6.22
N -15.46 -0.09 5.92
N -14.98 0.37 4.77
C -15.48 1.59 4.80
N -16.15 1.86 5.92
N -16.13 0.75 6.63
H -15.74 -1.80 7.13
H -14.36 -1.79 6.16
H -15.31 2.32 3.95
*
```

***

ORCA calculation (ωB97M-V with the def2-TZVPD basis set) on a structure of composition C40H63F4N7O7.

* gap between HOMO and LUMO: 8.355 eV
* LUMO level: 0.433 eV

Geometry as ORCA input:
```
! wB97M-V def2-TZVPD RIJCOSX def2/J DEFGRID3
* xyz 0 1
C 3.36 -0.59 1.96
C 3.31 -1.65 0.86
O 3.74 -1.09 -0.38
C 2.81 -1.12 -1.36
O 3.06 -1.56 -2.44
C 1.45 -0.50 -1.07
C 1.26 0.77 -1.89
C -0.13 1.38 -1.73
C -0.47 2.05 -0.37
N 0.75 2.13 0.49
C 1.40 3.16 0.44
O 2.11 4.10 0.34
O -0.73 3.43 -0.71
C -1.92 3.83 -0.21
O -2.34 4.93 -0.15
O -2.59 2.73 0.14
C -1.74 1.55 0.39
C -2.59 0.50 -0.26
C -2.04 -0.91 -0.22
C -3.11 -1.91 0.17
F -1.57 -1.31 -1.45
C -1.69 1.59 1.92
C -0.88 0.49 2.62
O 0.08 -0.14 1.82
C -0.16 1.12 3.81
F 0.65 2.08 3.46
F -0.99 1.58 4.71
F 0.60 0.22 4.40
H 2.72 -0.87 2.79
H 4.36 -0.42 2.32
H 2.99 0.35 1.56
H 3.97 -2.45 1.15
H 2.31 -2.05 0.82
H 1.46 -0.21 -0.03
H 0.68 -1.22 -1.24
H 2.06 1.46 -1.68
H 1.35 0.51 -2.93
H -0.83 0.62 -2.03
H -0.19 2.15 -2.48
H -2.72 0.78 -1.29
H -3.58 0.53 0.17
H -1.23 -1.06 0.49
H -3.88 -1.86 -0.60
H -2.70 -2.89 0.17
H -3.53 -1.64 1.13
H -2.72 1.54 2.25
H -1.34 2.58 2.18
H -1.52 -0.26 3.05
H 0.95 0.23 1.95
C 1.52 -5.58 1.07
C 1.29 -4.30 0.29
C 0.95 -3.10 1.18
C -0.32 -3.25 1.87
N -1.35 -3.32 2.37
H 0.62 -5.89 1.60
H 1.80 -6.39 0.40
H 2.32 -5.46 1.80
H 0.49 -4.45 -0.44
H 2.19 -4.05 -0.27
H 0.90 -2.20 0.56
H 1.75 -2.93 1.90
C -1.34 1.20 9.96
C -0.56 0.87 8.68
C -1.46 0.36 7.55
C -2.11 -0.91 7.88
N -2.62 -1.90 8.14
H -1.83 0.32 10.37
H -0.66 1.59 10.72
H -2.10 1.96 9.76
H 0.20 0.12 8.91
H -0.04 1.76 8.34
H -0.87 0.23 6.65
H -2.22 1.11 7.32
C 5.02 -5.16 -2.92
C 5.47 -3.70 -3.04
C 5.93 -3.11 -1.70
C 4.84 -3.05 -0.73
N 3.99 -3.01 0.04
H 4.16 -5.26 -2.26
H 4.73 -5.55 -3.89
H 5.83 -5.79 -2.53
H 4.65 -3.11 -3.44
H 6.29 -3.64 -3.75
H 6.31 -2.10 -1.86
H 6.75 -3.70 -1.29
C -1.91 6.03 -3.21
C -2.54 7.04 -4.16
C -3.87 6.57 -4.73
C -3.72 5.38 -5.58
N -3.60 4.45 -6.24
H -1.67 5.10 -3.73
H -0.98 6.43 -2.79
H -2.58 5.80 -2.38
H -1.84 7.27 -4.97
H -2.71 7.98 -3.62
H -4.32 7.37 -5.33
H -4.57 6.35 -3.93
C 4.32 -8.10 -6.17
C 3.31 -9.24 -6.14
C 2.11 -8.95 -5.24
C 2.49 -8.82 -3.83
N 2.79 -8.71 -2.73
H 4.75 -7.93 -5.18
H 5.14 -8.33 -6.85
H 3.86 -7.17 -6.51
H 3.80 -10.16 -5.82
H 2.95 -9.42 -7.16
H 1.38 -9.76 -5.33
H 1.61 -8.04 -5.56
C -4.57 7.34 1.23
C -5.23 8.69 0.96
C -6.38 8.60 -0.05
C -5.92 8.18 -1.38
N -5.55 7.85 -2.41
H -4.11 6.93 0.34
H -3.79 7.45 1.99
H -5.30 6.62 1.61
H -4.48 9.39 0.60
H -5.63 9.09 1.89
H -6.86 9.57 -0.14
H -7.14 7.90 0.30
*
```

***

ORCA calculation (ωB97M-V with the def2-TZVPD basis set) on a structure of composition C40H63GeN5P3S3Ti.

* ΔE to the lowest compared entry with this formula, charge and spin: 0.000 eV
* gap between HOMO and LUMO (spin up / spin down): 6.771 / 4.895 eV
* LUMO level (spin up / spin down): -0.035 / -1.888 eV

Geometry as ORCA input:
```
! wB97M-V def2-TZVPD RIJCOSX def2/J DEFGRID3
* xyz 0 4
Ti 0.84 2.08 -1.25
C -3.89 1.58 -2.52
C -2.56 2.32 -2.44
C -1.52 1.69 -3.34
P -1.79 2.39 -0.76
C -2.69 1.12 0.15
N -2.18 -0.22 0.00
Ge -0.23 -0.31 -0.45
N 0.06 -1.55 -2.04
C 1.01 -1.05 -3.01
P 2.29 0.06 -2.24
C 3.25 -1.11 -1.18
C 4.44 -0.45 -0.41
C 3.88 -2.23 -2.02
C 3.52 0.43 -3.61
C 4.17 1.79 -3.42
C 2.85 0.29 -5.01
C -1.08 -2.15 -2.53
C -1.55 -2.08 -3.85
C -2.81 -2.64 -4.19
C -3.59 -3.21 -3.19
C -3.13 -3.21 -1.89
C -1.87 -2.75 -1.54
N -1.36 -2.70 -0.24
C -2.32 -2.50 0.79
C -2.71 -3.46 1.72
C -3.68 -3.08 2.66
C -4.23 -1.80 2.66
C -3.77 -0.84 1.74
C -2.77 -1.17 0.83
C -0.15 -3.36 0.11
C 0.14 -4.65 -0.22
C 1.33 -5.28 0.19
C 2.21 -4.52 0.98
C 1.93 -3.21 1.38
C 0.80 -2.60 0.86
N 0.46 -1.25 1.04
C 1.19 -0.50 2.05
P 0.34 0.83 3.02
C -0.64 -0.05 4.38
C -2.00 0.65 4.52
C -0.83 -1.47 4.13
C 1.81 1.27 4.12
C 2.85 2.18 3.55
C 2.59 0.10 4.75
C -2.36 3.96 0.11
C -1.85 3.94 1.57
C -3.84 4.27 0.04
H -4.31 1.52 -3.51
H -4.62 2.05 -1.89
H -3.74 0.57 -2.22
H -2.77 3.38 -2.73
H -1.01 0.78 -3.03
H -0.72 2.44 -3.58
H -1.93 1.41 -4.31
H -3.77 1.08 -0.03
H -2.50 1.49 1.19
H 0.61 -0.37 -3.78
H 1.41 -1.89 -3.55
H 2.52 -1.46 -0.45
H 5.11 0.04 -1.16
H 5.00 -1.20 0.11
H 4.15 0.26 0.32
H 4.90 -1.96 -2.41
H 3.28 -2.63 -2.86
H 4.06 -3.07 -1.36
H 4.27 -0.34 -3.53
H 3.40 2.55 -3.34
H 4.82 2.05 -4.29
H 4.77 1.85 -2.49
H 2.07 1.04 -5.08
H 2.33 -0.64 -5.19
H 3.54 0.46 -5.87
H -0.91 -1.68 -4.66
H -3.21 -2.65 -5.25
H -4.52 -3.78 -3.42
H -3.77 -3.65 -1.12
H -2.30 -4.47 1.75
H -3.96 -3.83 3.37
H -4.96 -1.54 3.42
H -4.18 0.17 1.84
H -0.53 -5.15 -0.90
H 1.53 -6.31 -0.15
H 3.08 -5.01 1.42
H 2.69 -2.68 1.92
H 2.14 -0.04 1.69
H 1.60 -1.21 2.76
H -0.05 0.17 5.30
H -2.67 0.43 3.68
H -1.86 1.75 4.55
H -2.57 0.37 5.44
H -1.45 -1.64 3.24
H -1.40 -1.98 4.90
H 0.12 -2.02 4.02
H 1.36 1.80 4.94
H 3.52 1.70 2.81
H 3.51 2.47 4.34
H 2.38 3.08 3.15
H 3.42 -0.19 4.06
H 2.04 -0.81 5.00
H 3.00 0.44 5.71
H -1.76 4.70 -0.47
H -2.34 3.18 2.18
H -1.99 4.90 2.05
H -0.77 3.71 1.62
H -4.47 3.53 0.63
H -4.25 4.29 -0.97
H -3.96 5.25 0.54
S 3.08 6.38 -1.07
C 1.78 5.38 -0.87
S 1.23 4.46 -2.24
S 1.17 5.46 0.71
N 2.09 2.45 0.50
H 1.39 2.63 1.18
H 2.66 3.28 0.45
H 2.67 1.73 0.97
*
```

***

ORCA calculation (ωB97M-V with the def2-TZVPD basis set) on a structure of composition C40H64AuP2SeSi2.

* gap between HOMO and LUMO: 6.488 eV
* LUMO level: 2.587 eV

Geometry as ORCA input:
```
! wB97M-V def2-TZVPD RIJCOSX def2/J DEFGRID3
* xyz -1 1
Au -0.37 1.25 2.03
C -2.86 3.24 0.33
Si -1.43 2.00 0.11
C -0.37 2.82 -1.28
C -0.64 4.13 -1.69
C 0.11 4.77 -2.67
C 1.15 4.10 -3.29
C 1.45 2.80 -2.89
C 0.73 2.16 -1.89
P 1.17 0.47 -1.30
C 1.58 -0.37 -2.91
C 1.94 -1.83 -2.64
C 2.40 -2.54 -3.92
C 1.61 -2.05 -5.15
C 0.22 -1.56 -4.73
C 0.35 -0.31 -3.84
C 2.83 0.68 -0.45
C 4.15 0.62 -1.26
C 4.72 1.94 -1.79
C 4.44 3.14 -0.85
C 4.11 2.66 0.56
C 2.80 1.88 0.53
C -2.27 0.57 -0.89
C -2.85 0.95 -2.11
C -3.43 0.03 -2.97
C -3.43 -1.31 -2.63
C -2.89 -1.71 -1.42
C -2.33 -0.79 -0.53
P -1.69 -1.23 1.15
C -1.18 -3.04 1.36
C 0.31 -3.05 1.75
C 1.21 -2.93 0.52
C 0.95 -4.08 -0.44
C -0.51 -4.08 -0.88
C -1.45 -4.15 0.33
C -3.23 -1.27 2.23
C -4.29 -2.37 2.01
C -5.40 -1.99 1.03
C -6.06 -0.68 1.45
C -5.02 0.43 1.45
C -3.89 0.11 2.44
H -3.38 3.46 -0.61
H -2.49 4.18 0.75
H -3.60 2.84 1.03
H -1.47 4.67 -1.24
H -0.14 5.79 -2.97
H 1.74 4.58 -4.06
H 2.26 2.28 -3.38
H 2.43 0.12 -3.39
H 1.06 -2.32 -2.22
H 2.73 -1.91 -1.88
H 2.26 -3.62 -3.80
H 3.46 -2.37 -4.08
H 1.53 -2.84 -5.90
H 2.14 -1.21 -5.63
H -0.29 -2.35 -4.19
H -0.39 -1.32 -5.61
H -0.57 -0.20 -3.24
H 0.41 0.58 -4.47
H 2.84 -0.23 0.16
H 4.06 -0.09 -2.09
H 4.89 0.19 -0.59
H 4.35 2.16 -2.79
H 5.80 1.81 -1.89
H 3.58 3.70 -1.22
H 5.29 3.82 -0.86
H 4.01 3.51 1.24
H 4.93 2.03 0.95
H 2.02 2.59 0.24
H 2.53 1.53 1.53
H -2.82 1.99 -2.40
H -3.87 0.36 -3.90
H -3.87 -2.05 -3.30
H -2.93 -2.76 -1.16
H -1.73 -3.29 2.27
H 0.54 -3.99 2.27
H 0.52 -2.24 2.45
H 2.26 -2.90 0.82
H 0.98 -1.97 0.03
H 1.17 -5.03 0.07
H 1.61 -4.02 -1.31
H -0.71 -4.93 -1.54
H -0.71 -3.17 -1.45
H -1.29 -5.10 0.84
H -2.49 -4.15 0.01
H -2.73 -1.50 3.18
H -4.76 -2.58 2.98
H -3.81 -3.30 1.69
H -6.14 -2.80 1.00
H -5.00 -1.87 0.02
H -6.49 -0.79 2.45
H -6.88 -0.43 0.77
H -5.47 1.38 1.73
H -4.61 0.55 0.44
H -4.32 0.12 3.45
H -3.12 0.89 2.42
C 2.78 0.23 6.74
Si 1.97 1.37 5.48
C 1.05 2.68 6.47
C 3.35 2.24 4.55
Se 0.64 0.14 4.17
H 3.36 0.82 7.47
H 3.45 -0.48 6.25
H 2.02 -0.34 7.28
H 1.66 3.05 7.29
H 0.13 2.26 6.88
H 0.77 3.53 5.83
H 4.11 2.62 5.24
H 2.95 3.08 3.98
H 3.82 1.54 3.85
*
```